No. 1
The following is a quantum chemistry calculation of C4H12N2O2 as an isolated structure at a distorted geometry, from OMol25.

Last column: Mulliken charge in e.
Cartesian coordinates (Å):
1 C 1.990 0.124 -0.624  -0.785
2 C 1.391 1.332 0.607  -1.127
3 C 0.988 -0.107 -1.692  -0.564
4 H 2.256 -0.768 -0.061  0.477
5 H 2.882 0.668 -0.924  0.411
6 H 0.988 0.696 -2.428  0.343
7 H 0.391 1.532 1.001  0.416
8 H 2.198 1.424 1.333  0.310
9 H 1.466 2.210 -0.033  0.517
10 H -0.033 -0.169 -1.232  0.071
11 H 1.148 -1.073 -2.170  0.291
12 C -1.068 -1.055 1.087  0.675
13 N -2.939 -0.250 0.047  -0.772
14 O 0.170 -1.048 1.439  -0.628
15 O -1.901 -1.819 1.810  -0.518
16 N -1.495 -0.236 0.162  -0.260
17 H 0.772 -0.055 0.971  0.248
18 H -2.797 -1.581 1.490  0.464
19 H -3.247 0.718 0.124  0.226
20 H -3.160 -0.542 -0.908  0.205

Computed properties:
gap between HOMO and LUMO = 9.7 eV
spin multiplicity = 1
ΔE to the lowest compared entry with this formula, charge and spin = 99.9 kcal/mol

No. 2
The following is a quantum chemistry calculation of C51H89BrCl3N7NaO4P4S3Si as an isolated structure at a distorted geometry, from OMol25.

Last column: Mulliken charge in e.
Cartesian coordinates (Å):
1 Na -0.390 0.378 -0.249  1.026
2 C -3.974 -1.351 3.712  -0.924
3 N -2.685 -0.879 3.232  0.831
4 C -1.720 -0.543 4.277  -0.293
5 P -2.060 -1.296 1.755  -0.900
6 O -0.868 -0.504 1.439  0.259
7 O -3.370 -1.024 0.853  -0.027
8 P -3.403 -0.591 -0.709  -0.161
9 O -2.058 -0.303 -1.238  0.005
10 N -4.169 -1.789 -1.534  0.627
11 C -3.402 -2.742 -2.326  -1.075
12 C -5.478 -2.255 -1.095  -1.127
13 N -4.546 0.603 -0.619  0.313
14 C -4.586 1.541 0.501  -0.129
15 C -4.913 1.199 -1.904  -0.733
16 N -1.800 -2.907 1.461  0.809
17 C -0.448 -3.438 1.608  -0.616
18 C -2.858 -3.885 1.668  -1.027
19 H -4.441 -0.566 4.312  0.319
20 H -3.879 -2.245 4.338  0.308
21 H -4.627 -1.569 2.870  0.147
22 H -2.074 0.317 4.850  -0.017
23 H -0.776 -0.277 3.806  -0.353
24 H -1.560 -1.375 4.973  0.235
25 H -2.410 -2.335 -2.512  -0.218
26 H -3.904 -2.923 -3.280  0.466
27 H -3.299 -3.702 -1.808  0.339
28 H -5.937 -1.504 -0.457  0.323
29 H -5.398 -3.197 -0.542  0.296
30 H -6.122 -2.421 -1.961  0.363
31 H -4.103 1.109 1.375  -0.079
32 H -5.629 1.754 0.747  0.330
33 H -4.080 2.476 0.262  -0.237
34 H -4.825 0.451 -2.690  0.309
35 H -4.271 2.051 -2.155  -0.021
36 H -5.949 1.542 -1.865  0.390
37 H 0.267 -2.620 1.532  -0.188
38 H -0.251 -4.154 0.807  0.358
39 H -0.317 -3.947 2.569  0.272
40 H -3.833 -3.420 1.526  0.211
41 H -2.819 -4.324 2.671  0.266
42 H -2.749 -4.692 0.940  0.354
43 C 2.843 -2.014 -0.499  -0.650
44 P 2.772 -0.165 -0.431  1.764
45 C 3.502 0.179 -2.092  -1.352
46 C 4.251 0.052 0.653  0.399
47 C 5.475 0.522 0.183  -1.049
48 C 6.567 0.630 1.029  -0.762
49 C 6.458 0.258 2.357  -1.003
50 C 5.246 -0.200 2.849  -0.686
51 C 4.134 -0.304 2.020  0.016
52 P 2.480 -0.829 2.640  1.079
53 C 2.381 0.275 4.109  -1.490
54 C 2.924 -2.386 3.547  -1.580
55 H 3.803 -2.323 -0.915  0.406
56 H 2.029 -2.391 -1.119  -0.277
57 H 2.741 -2.429 0.501  0.251
58 H 3.772 1.234 -2.161  0.592
59 H 2.721 -0.022 -2.827  -0.224
60 H 4.374 -0.437 -2.316  0.475
61 H 5.588 0.814 -0.854  0.397
62 H 7.510 0.999 0.646  0.418
63 H 7.318 0.319 3.013  0.417
64 H 5.183 -0.484 3.893  0.250
65 H 3.163 0.040 4.829  0.649
66 H 1.405 0.161 4.583  0.333
67 H 2.494 1.307 3.781  0.327
68 H 3.804 -2.252 4.177  0.470
69 H 3.112 -3.198 2.844  0.380
70 H 2.070 -2.657 4.172  0.402
71 S -1.806 2.979 -4.294  -0.194
72 C -0.567 3.944 -3.607  -0.626
73 C 0.130 3.215 -2.701  -0.775
74 N -0.280 1.915 -2.549  0.811
75 C -1.286 1.657 -3.320  -0.394
76 H -0.429 4.970 -3.907  0.520
77 H 0.969 3.570 -2.120  0.365
78 H -1.770 0.694 -3.381  0.272
79 C -1.184 -4.711 -4.662  -1.585
80 C -0.712 -3.811 -5.815  2.692
81 C -0.430 -4.702 -7.036  -1.776
82 C -1.887 -2.877 -6.142  -1.884
83 Si 0.862 -2.782 -5.368  -1.357
84 Br 0.349 -2.010 -3.266  -0.317
85 C 1.114 -1.210 -6.456  3.027
86 C 0.973 -1.567 -7.944  -1.870
87 C 2.506 -0.600 -6.240  -1.917
88 C 0.101 -0.114 -6.102  -2.006
89 C 2.468 -3.824 -5.110  2.694
90 C 3.117 -4.181 -6.455  -1.732
91 C 2.147 -5.130 -4.369  -2.125
92 C 3.494 -3.069 -4.251  -1.873
93 H -2.068 -5.269 -4.990  0.565
94 H -1.463 -4.129 -3.784  -0.021
95 H -0.435 -5.439 -4.360  0.269
96 H -1.354 -5.191 -7.356  0.564
97 H 0.296 -5.482 -6.798  0.313
98 H -0.042 -4.132 -7.883  0.288
99 H -2.786 -3.477 -6.318  0.624
100 H -1.709 -2.287 -7.041  0.354
101 H -2.097 -2.199 -5.311  0.143
102 H 1.675 -2.349 -8.243  0.339
103 H 1.183 -0.682 -8.550  0.540
104 H -0.034 -1.902 -8.192  0.320
105 H 3.306 -1.268 -6.561  0.404
106 H 2.668 -0.332 -5.194  0.082
107 H 2.589 0.318 -6.830  0.609
108 H -0.934 -0.442 -6.200  0.274
109 H 0.244 0.739 -6.774  0.582
110 H 0.255 0.238 -5.084  0.138
111 H 2.438 -4.734 -7.107  0.315
112 H 3.994 -4.810 -6.277  0.543
113 H 3.456 -3.295 -6.995  0.310
114 H 1.505 -5.785 -4.958  0.368
115 H 1.671 -4.938 -3.405  0.307
116 H 3.076 -5.675 -4.178  0.613
117 H 3.853 -2.161 -4.732  0.328
118 H 4.360 -3.717 -4.079  0.630
119 H 3.079 -2.805 -3.279  0.174
120 Cl 5.682 4.036 7.218  -0.213
121 C 4.024 4.164 6.757  0.313
122 C 3.158 3.106 6.965  -1.165
123 C 1.842 3.217 6.549  0.367
124 C 1.350 4.369 5.950  -0.387
125 C -0.122 4.465 5.580  -0.030
126 C -0.440 4.754 4.104  -2.065
127 N 0.061 3.837 3.099  1.035
128 C 1.246 3.961 2.412  -0.775
129 C 1.202 3.030 1.413  -1.098
130 N 0.008 2.350 1.459  1.427
131 C -0.624 2.826 2.505  -1.436
132 O -0.829 3.301 5.948  0.192
133 C -1.323 3.348 7.284  -1.138
134 C -1.851 2.002 7.661  0.142
135 C -3.122 1.581 7.401  0.584
136 Cl -4.344 2.463 6.591  -0.187
137 S -3.421 -0.018 7.968  -0.172
138 C -1.813 -0.142 8.554  -0.399
139 C -1.100 0.989 8.324  -0.858
140 C 2.235 5.441 5.817  0.805
141 Cl 1.703 6.987 5.228  -0.213
142 C 3.566 5.340 6.186  -0.888
143 H 3.511 2.205 7.448  0.460
144 H 1.170 2.381 6.680  0.435
145 H -0.527 5.331 6.123  0.623
146 H -0.068 5.745 3.871  0.653
147 H -1.527 4.764 4.026  0.396
148 H 1.980 4.706 2.672  0.541
149 H 1.932 2.814 0.649  0.265
150 H -1.606 2.518 2.832  0.404
151 H -2.123 4.094 7.350  0.596
152 H -0.524 3.636 7.976  0.402
153 H -1.494 -1.048 9.045  0.457
154 H -0.070 1.117 8.627  0.453
155 H 4.232 6.180 6.049  0.468
156 C -1.155 5.574 -0.229  -0.664
157 S -2.457 4.383 -0.613  0.316
158 C -3.510 5.432 -1.650  -1.126
159 H -0.614 5.845 -1.136  0.273
160 H -0.477 5.083 0.468  -0.115
161 H -1.588 6.461 0.230  0.444
162 H -3.857 6.289 -1.076  0.409
163 H -4.364 4.831 -1.958  0.299
164 H -2.963 5.762 -2.533  0.264

Computed properties:
gap between HOMO and LUMO = 8.4 eV
spin multiplicity = 1
net charge = +1
ΔE to the lowest compared entry with this formula, charge and spin = 19.4 kcal/mol

No. 3
The following is a quantum chemistry calculation of C57H76AsBN10PRuTe as an isolated structure at a distorted geometry, from OMol25.

Last column: Mulliken spin population.
Cartesian coordinates (Å):
1 Ru -0.599 0.059 0.549  3.982
2 C 3.059 -1.018 0.639  -0.030
3 C 2.540 -0.497 -0.657  -0.042
4 C 3.228 -0.301 -1.863  0.007
5 C 2.402 0.497 -2.632  0.001
6 C 2.682 1.039 -3.989  0.000
7 N 1.277 0.752 -1.917  0.032
8 N 1.362 0.106 -0.737  0.090
9 B 0.563 2.130 -1.933  -0.211
10 N 1.034 2.842 -0.634  0.003
11 N 0.768 2.294 0.566  0.087
12 C 1.142 3.153 1.503  -0.038
13 C 0.982 2.861 2.952  0.019
14 C 1.666 4.298 0.895  0.003
15 C 1.570 4.067 -0.464  0.003
16 C 1.947 4.987 -1.570  0.000
17 N -0.983 2.179 -1.790  -0.013
18 N -1.509 1.899 -0.582  0.069
19 C -2.539 2.698 -0.364  -0.014
20 C -3.292 2.670 0.920  -0.016
21 C -2.731 3.505 -1.493  0.005
22 C -1.731 3.149 -2.375  0.006
23 C -1.484 3.694 -3.736  -0.001
24 H 3.716 -0.257 1.062  -0.002
25 H 2.231 -1.179 1.336  -0.001
26 H 3.630 -1.935 0.518  0.001
27 H 4.195 -0.683 -2.126  0.000
28 H 3.389 0.392 -4.503  0.000
29 H 1.774 1.120 -4.581  0.000
30 H 3.124 2.034 -3.914  0.000
31 H 0.888 2.719 -2.900  0.001
32 H 0.036 2.345 3.118  0.007
33 H 1.787 2.215 3.302  -0.003
34 H 1.004 3.777 3.536  0.000
35 H 2.063 5.170 1.374  0.000
36 H 2.392 5.882 -1.143  0.000
37 H 2.658 4.521 -2.251  0.000
38 H 1.072 5.281 -2.148  0.000
39 H -2.632 2.942 1.747  0.004
40 H -4.123 3.372 0.881  -0.001
41 H -3.675 1.667 1.114  0.006
42 H -3.485 4.252 -1.636  0.001
43 H -2.384 4.176 -4.112  0.000
44 H -0.687 4.437 -3.716  0.000
45 H -1.189 2.906 -4.423  0.000
46 C 4.067 -5.344 -0.154  0.004
47 C 3.386 -5.352 1.050  0.001
48 C 2.262 -4.559 1.216  0.013
49 C 1.799 -3.766 0.174  0.021
50 C 2.511 -3.741 -1.020  0.003
51 C 3.637 -4.525 -1.184  -0.003
52 As 0.057 -2.786 0.272  -0.101
53 C -0.697 -4.312 1.226  -0.005
54 C -0.917 -4.450 2.585  0.013
55 C -1.399 -5.648 3.095  0.006
56 C -1.622 -6.719 2.246  0.002
57 C -1.358 -6.609 0.891  -0.003
58 C -0.900 -5.406 0.366  0.016
59 C -0.670 -5.119 -1.052  0.016
60 C -0.716 -6.027 -2.104  -0.001
61 C -0.570 -5.581 -3.408  0.002
62 C -0.397 -4.232 -3.678  -0.006
63 C -0.296 -3.326 -2.630  -0.002
64 C -0.408 -3.767 -1.328  0.041
65 H 4.933 -5.974 -0.287  0.000
66 H 3.727 -5.986 1.855  0.000
67 H 1.732 -4.576 2.161  0.000
68 H 2.172 -3.104 -1.831  0.001
69 H 4.172 -4.503 -2.123  0.000
70 H -0.716 -3.618 3.259  0.020
71 H -1.600 -5.741 4.154  0.000
72 H -2.008 -7.646 2.647  0.000
73 H -1.522 -7.461 0.247  0.000
74 H -0.857 -7.082 -1.913  0.000
75 H -0.618 -6.288 -4.225  0.000
76 H -0.326 -3.891 -4.701  0.000
77 H -0.138 -2.268 -2.819  -0.001
78 C 0.806 0.839 9.134  -0.001
79 C 0.577 0.664 7.664  0.005
80 C 1.515 0.043 6.857  0.000
81 C 1.261 -0.220 5.521  -0.068
82 C 2.323 -0.891 4.705  0.061
83 C 0.030 0.134 4.964  0.061
84 Te -0.500 -0.705 3.034  0.592
85 C -0.885 0.845 5.740  0.001
86 C -2.183 1.379 5.210  0.019
87 C -0.598 1.097 7.075  -0.004
88 H 1.814 0.538 9.406  0.000
89 H 0.103 0.220 9.691  0.001
90 H 0.650 1.875 9.426  0.000
91 H 2.459 -0.266 7.283  0.000
92 H 3.256 -0.941 5.258  0.002
93 H 2.490 -0.335 3.782  -0.016
94 H 2.017 -1.905 4.441  -0.003
95 H -2.330 1.089 4.170  -0.009
96 H -2.179 2.467 5.278  0.001
97 H -3.020 1.011 5.802  0.003
98 H -1.329 1.622 7.676  0.001
99 N -2.331 -1.200 -0.167  0.238
100 P -3.809 -1.656 -0.305  0.065
101 N -4.625 -1.845 1.170  0.018
102 C -4.160 -1.068 2.293  0.089
103 C -3.858 -1.977 3.482  0.058
104 C -5.110 -2.745 3.886  0.005
105 C -5.647 -3.506 2.678  0.001
106 C -5.838 -2.567 1.481  0.001
107 N -4.733 -0.667 -1.337  0.016
108 C -6.174 -0.720 -1.339  0.001
109 C -6.741 -0.461 -2.755  0.000
110 C -5.638 -0.127 -3.759  0.000
111 C -4.737 0.968 -3.204  0.001
112 C -4.196 0.583 -1.813  0.001
113 N -4.191 -3.142 -1.031  0.016
114 C -4.104 -3.185 -2.486  0.004
115 C -3.984 -4.609 -3.020  0.000
116 C -4.991 -5.549 -2.358  0.000
117 C -4.983 -5.396 -0.825  0.000
118 C -3.899 -4.406 -0.404  0.005
119 H -4.919 -0.326 2.584  0.004
120 H -3.256 -0.539 1.968  -0.097
121 H -3.481 -1.384 4.317  -0.005
122 H -3.080 -2.685 3.186  -0.049
123 H -5.868 -2.050 4.256  -0.001
124 H -4.880 -3.443 4.693  0.000
125 H -6.602 -3.978 2.917  0.000
126 H -4.942 -4.296 2.415  0.000
127 H -6.635 -1.848 1.728  -0.001
128 H -6.150 -3.141 0.610  0.001
129 H -6.592 0.020 -0.637  0.000
130 H -6.465 -1.712 -0.991  0.000
131 H -7.444 0.375 -2.714  0.000
132 H -7.292 -1.336 -3.105  0.000
133 H -6.090 0.189 -4.701  0.000
134 H -5.034 -1.011 -3.962  0.000
135 H -5.308 1.897 -3.130  0.000
136 H -3.909 1.151 -3.892  0.000
137 H -4.436 1.398 -1.120  0.006
138 H -3.112 0.453 -1.835  -0.005
139 H -3.246 -2.593 -2.834  -0.006
140 H -5.016 -2.734 -2.886  0.000
141 H -2.973 -4.979 -2.862  0.000
142 H -4.154 -4.590 -4.098  0.000
143 H -4.750 -6.575 -2.642  0.000
144 H -5.990 -5.335 -2.742  0.000
145 H -4.828 -6.358 -0.334  0.001
146 H -5.945 -5.009 -0.483  -0.001
147 H -2.923 -4.781 -0.714  0.001
148 H -3.861 -4.267 0.676  -0.003

Computed properties:
gap between HOMO and LUMO (alpha / beta) = 7.8 / 6.0 eV
spin multiplicity = 6
expectation value of S² = 8.77

Number 1: total energy -11414.886 eV. Number 2: total energy -262522.428 eV. Number 3: total energy -155924.139 eV.